{
  "formula": "C30H36F24N2O5Si",
  "method": "ωB97M-V/def2-TZVPD",
  "symbols": ["C", "C", "C", "Si", "C", "C", "C", "O", "N", "C", "C", "C", "C", "C", "C", "C", "C", "O", "C", "N", "H", "H", "H", "H", "H", "H", "H", "H", "H", "H", "H", "H", "H", "H", "H", "H", "H", "H", "H", "H", "H", "H", "H", "H", "F", "C", "F", "C", "F", "F", "C", "O", "C", "F", "F", "C", "F", "F", "H", "H", "H", "H", "F", "C", "F", "C", "F", "F", "C", "O", "C", "F", "F", "C", "F", "F", "H", "H", "H", "H", "F", "C", "F", "C", "F", "F", "C", "O", "C", "F", "F", "C", "F", "F", "H", "H", "H", "H"],
  "coordinates": [[5.3252, 2.8408, 3.0670], [5.7558, 2.5191, 1.8509], [5.8230, 3.4609, 0.6830], [5.2302, 2.7560, -0.9679], [3.3906, 2.9724, -1.3219], [2.4094, 2.3930, -0.2979], [2.4800, 3.0686, 1.0574], [2.7124, 4.2378, 1.1836], [2.2163, 2.2404, 2.2207], [1.0498, 1.4459, 2.0922], [-0.1600, 2.0771, 1.8264], [-1.3136, 1.3156, 1.6639], [-1.2516, -0.0673, 1.7843], [-0.0526, -0.6977, 2.0726], [1.1073, 0.0564, 2.2219], [5.8143, 0.9643, -1.1850], [4.8098, -0.1488, -0.8950], [4.4115, -0.0576, 0.4742], [5.4309, -1.5436, -1.1912], [6.0512, -2.1184, 0.0097], [5.1874, 2.0851, 3.8321], [5.0969, 3.8666, 3.3338], [6.1096, 1.5049, 1.6855], [5.3320, 4.4105, 0.9038], [6.8805, 3.6948, 0.4863], [5.9409, 3.5504, -2.0054], [3.1942, 2.5062, -2.2947], [3.1635, 4.0343, -1.4483], [1.3816, 2.5602, -0.6473], [2.4971, 1.3124, -0.2019], [3.0273, 1.6407, 2.3550], [-0.1916, 3.1564, 1.7348], [-2.2497, 1.8088, 1.4356], [-2.1616, -0.6394, 1.6522], [0.0136, -1.7738, 2.1846], [2.0629, -0.4120, 2.4441], [6.6908, 0.8148, -0.5443], [6.1279, 0.8556, -2.2269], [3.9332, -0.0683, -1.5485], [3.4966, -0.3470, 0.5395], [4.6678, -2.2347, -1.5498], [6.1879, -1.3732, -1.9657], [6.7365, -1.4697, 0.3825], [6.5789, -2.9389, -0.2657], [2.0341, -3.6248, 8.2011], [1.1926, -2.6922, 8.6888], [0.6324, -3.1796, 9.8183], [0.0760, -2.3796, 7.6878], [-0.6939, -3.4707, 7.5058], [-0.6882, -1.4288, 8.3053], [0.4711, -1.7771, 6.3327], [0.5351, -2.6595, 5.2279], [1.6844, -3.3384, 4.9302], [2.7177, -2.9506, 5.6966], [2.0113, -3.0314, 3.6496], [1.4824, -4.8571, 4.9798], [1.0822, -5.2348, 6.2076], [2.6606, -5.4579, 4.7060], [1.7532, -1.7866, 8.9352], [-0.3509, -1.1074, 6.0836], [1.3637, -1.1567, 6.4134], [0.7359, -5.1588, 4.2426], [-1.7533, -3.8625, -3.9758], [-2.1430, -3.0423, -4.9709], [-1.2269, -3.1162, -5.9626], [-2.2278, -1.5916, -4.4880], [-1.0003, -1.1464, -4.1517], [-2.6390, -0.8820, -5.5821], [-3.2362, -1.2671, -3.3786], [-2.7387, -1.1546, -2.0594], [-2.6330, -2.2260, -1.2230], [-3.1889, -3.3382, -1.7361], [-3.3231, -1.9277, -0.0939], [-1.1780, -2.4757, -0.8061], [-0.4308, -2.7299, -1.9004], [-1.1346, -3.5659, -0.0016], [-3.1095, -3.3748, -5.3589], [-3.5827, -0.2629, -3.6104], [-4.1104, -1.9165, -3.4306], [-0.7585, -1.6247, -0.2713], [-6.1802, 3.4557, -6.2076], [-7.4032, 3.4593, -6.7748], [-7.7285, 4.7350, -7.0738], [-8.4518, 2.8995, -5.8090], [-8.5728, 3.7093, -4.7393], [-9.6285, 2.9438, -6.5017], [-8.2909, 1.4426, -5.3541], [-7.7104, 1.2299, -4.0810], [-6.3659, 1.1102, -3.9056], [-5.6964, 1.0493, -5.0705], [-6.1397, -0.0659, -3.2617], [-5.8020, 2.2039, -2.9890], [-6.0315, 3.4206, -3.5092], [-4.4634, 2.0236, -2.8862], [-7.3783, 2.8747, -7.6982], [-9.3103, 1.0766, -5.2439], [-7.8182, 0.8346, -6.1258], [-6.2573, 2.1349, -1.9996]],
  "atomic_forces_ev_per_a": [[0.0, 0.0, -0.1], [0.0, 0.1, 0.2], [0.4, -0.2, 0.1], [0.1, 0.2, 0.0], [-0.1, -0.1, 0.1], [-0.3, 0.1, -0.3], [0.0, 0.1, 0.2], [0.1, -0.1, -0.1], [-0.1, -0.3, -0.2], [0.3, 0.0, 0.0], [-0.4, -0.2, -0.1], [0.5, 0.1, 0.0], [-0.5, 0.0, 0.0], [0.4, 0.1, 0.2], [-0.2, 0.2, 0.0], [-0.4, 0.1, 0.1], [0.3, -0.6, 0.0], [-0.3, 0.4, -0.2], [0.4, 0.4, 0.4], [0.0, -0.1, -0.2], [0.3, 0.1, 0.1], [-0.3, -0.1, -0.1], [-0.3, 0.0, -0.1], [0.0, 0.0, 0.0], [-0.1, 0.0, 0.0], [0.0, 0.0, 0.0], [0.0, 0.0, 0.0], [0.2, 0.0, 0.0], [0.1, 0.0, 0.0], [0.1, 0.1, 0.1], [0.1, 0.2, 0.1], [0.0, 0.0, 0.0], [0.0, -0.1, 0.0], [0.1, -0.1, 0.1], [-0.1, 0.0, 0.0], [-0.1, -0.1, 0.0], [0.1, 0.0, -0.1], [0.1, 0.0, 0.1], [0.0, 0.3, 0.0], [0.1, -0.3, 0.1], [0.0, 0.0, 0.0], [-0.3, -0.2, -0.3], [-0.1, 0.0, 0.1], [0.0, -0.1, 0.1], [0.0, 0.0, 0.0], [0.0, 0.0, 0.1], [0.0, 0.0, 0.0], [-0.1, -0.2, -0.1], [0.0, 0.0, 0.0], [0.0, 0.1, 0.0], [-0.1, 0.5, -0.3], [0.0, -0.5, 0.3], [0.0, 0.4, -0.1], [0.0, -0.1, 0.0], [0.0, 0.0, -0.1], [0.0, -0.1, -0.1], [0.0, 0.0, 0.0], [0.0, 0.0, 0.0], [0.0, 0.0, 0.0], [0.0, 0.0, 0.0], [0.1, -0.1, 0.1], [0.0, 0.0, 0.0], [0.0, 0.0, 0.0], [0.0, 0.0, -0.1], [0.0, 0.0, 0.0], [0.2, 0.1, 0.2], [0.0, 0.0, 0.0], [-0.1, 0.0, 0.0], [-0.5, 0.3, 0.0], [0.5, -0.1, -0.1], [-0.3, 0.1, 0.0], [0.1, 0.0, 0.0], [0.0, -0.1, 0.1], [0.2, -0.1, 0.0], [0.0, 0.0, 0.0], [0.0, 0.0, 0.0], [0.0, 0.0, 0.0], [0.0, 0.0, 0.0], [0.1, -0.2, 0.0], [-0.1, 0.1, 0.0], [0.0, 0.0, 0.0], [0.0, 0.0, -0.1], [0.0, 0.0, 0.0], [0.0, 0.1, 0.2], [0.0, 0.0, 0.0], [0.0, 0.0, -0.1], [-0.3, -0.4, -0.1], [0.1, 0.5, 0.1], [-0.1, -0.2, -0.1], [0.0, 0.0, 0.0], [0.0, -0.1, 0.0], [0.0, 0.0, 0.1], [0.0, 0.0, 0.0], [0.0, 0.0, 0.0], [0.0, 0.0, 0.0], [0.0, 0.0, 0.0], [0.1, 0.1, 0.0], [0.0, 0.0, 0.0]],
  "multiplicity": 1,
  "energy_ha": -4336.7426,
  "smiles": "C=CC[Si@H](CCC(=O)Nc1ccccc1)C[C@H](O)CN.FC(F)C(F)(F)COC(F)(F)C(F)F.FC(F)C(F)(F)COC(F)(F)C(F)F.FC(F)C(F)(F)COC(F)(F)C(F)F",
  "homo_energy_ha": -0.3177,
  "gap_ev": 8.939
}

=====

{
  "formula": "C30H27Br2F5Si",
  "method": "ωB97M-V/def2-TZVPD",
  "symbols": ["Br", "Si", "Br", "H", "H", "F", "C", "C", "C", "C", "C", "C", "H", "H", "H", "H", "H", "F", "C", "C", "C", "C", "C", "C", "H", "H", "H", "H", "H", "F", "C", "C", "C", "C", "C", "C", "H", "H", "H", "H", "H", "F", "C", "C", "C", "C", "C", "C", "H", "H", "H", "H", "H", "F", "C", "C", "C", "C", "C", "C", "H", "H", "H", "H", "H"],
  "coordinates": [[0.0181, 4.5982, 1.5126], [-1.9103, 5.8828, 1.4971], [-3.8364, 4.5611, 1.4974], [-1.9328, 6.6664, 0.2565], [-1.9580, 6.7436, 2.6619], [-0.7238, -0.7806, 5.8973], [0.1631, -0.2554, 5.0416], [-0.1248, 0.9507, 4.4124], [0.8007, 1.5005, 3.5253], [2.0001, 0.8317, 3.2689], [2.2776, -0.3809, 3.9016], [1.3570, -0.9248, 4.7970], [-1.0652, 1.4517, 4.6176], [0.5885, 2.4470, 3.0342], [2.7197, 1.2587, 2.5735], [3.2101, -0.9017, 3.6972], [1.5605, -1.8620, 5.3043], [-7.3702, -0.5475, -1.2827], [-7.3534, 0.7901, -1.2114], [-8.3579, 1.5213, -1.8360], [-8.3436, 2.9138, -1.7577], [-7.3179, 3.5608, -1.0640], [-6.3114, 2.8182, -0.4447], [-6.3322, 1.4255, -0.5138], [-9.1419, 1.0019, -2.3773], [-9.1287, 3.4943, -2.2360], [-7.3047, 4.6471, -1.0070], [-5.5118, 3.3241, 0.0911], [-5.5627, 0.8325, -0.0307], [3.6962, -2.1131, 1.4632], [3.0322, -3.2623, 1.2814], [3.2521, -4.3246, 2.1514], [2.5571, -5.5196, 1.9655], [1.6573, -5.6427, 0.9039], [1.4472, -4.5725, 0.0331], [2.1339, -3.3740, 0.2259], [3.9610, -4.2134, 2.9653], [2.7161, -6.3534, 2.6448], [1.1188, -6.5765, 0.7567], [0.7494, -4.6720, -0.7948], [1.9761, -2.5291, -0.4361], [3.8707, -8.3124, 0.8531], [4.7576, -7.7872, -0.0025], [4.4697, -6.5810, -0.6318], [5.3952, -6.0312, -1.5188], [6.5946, -6.7000, -1.7753], [6.8721, -7.9127, -1.1426], [5.9515, -8.4565, -0.2472], [3.5293, -6.0800, -0.4266], [5.1830, -5.0848, -2.0100], [7.3142, -6.2730, -2.4707], [7.8045, -8.4334, -1.3469], [6.1550, -9.3937, 0.2601], [-2.7293, 5.8272, -2.1526], [-1.8424, 6.3525, -3.0082], [-2.1303, 7.5586, -3.6374], [-1.2048, 8.1084, -4.5245], [-0.0054, 7.4396, -4.7810], [0.2721, 6.2269, -4.1483], [-0.6485, 5.6831, -3.2529], [-3.0707, 8.0596, -3.4322], [-1.4170, 9.0549, -5.0156], [0.7142, 7.8666, -5.4763], [1.2045, 5.7062, -4.3526], [-0.4450, 4.7459, -2.7456]],
  "atomic_forces_ev_per_a": [[-1.3, 0.9, -0.1], [-0.2, -1.4, -0.5], [1.6, 0.9, 0.2], [0.1, -0.1, 0.0], [0.1, 0.0, 0.4], [-0.1, -0.1, 0.1], [0.7, 0.4, -0.7], [0.0, 0.0, 0.0], [0.2, -0.4, 0.1], [-0.1, 0.0, 0.0], [-0.3, 0.2, 0.0], [-0.1, 0.0, 0.0], [0.1, -0.1, 0.0], [0.0, -0.3, 0.2], [-0.1, -0.1, 0.1], [-0.2, 0.1, 0.1], [-0.1, 0.1, 0.0], [0.0, -0.2, 0.0], [0.0, 1.1, 0.1], [0.0, -0.1, 0.0], [0.4, -0.1, 0.2], [-0.1, -0.1, 0.0], [-0.4, -0.1, -0.2], [0.0, -0.1, 0.0], [0.1, 0.0, 0.1], [0.1, -0.1, 0.1], [0.0, -0.2, 0.0], [-0.3, -0.2, -0.2], [-0.1, 0.0, -0.1], [0.1, 0.2, 0.0], [-0.5, -0.9, -0.2], [0.0, 0.0, 0.0], [-0.2, 0.3, -0.2], [-0.1, 0.1, 0.2], [0.2, -0.1, 0.4], [0.1, 0.1, 0.0], [-0.1, 0.0, -0.1], [0.0, 0.2, -0.1], [0.1, 0.2, 0.0], [0.1, 0.1, 0.2], [0.0, -0.1, 0.1], [-0.2, -0.1, 0.2], [0.8, 0.5, -0.8], [-0.1, 0.0, 0.0], [0.2, -0.5, 0.2], [0.0, 0.0, 0.0], [-0.3, 0.3, 0.0], [-0.1, 0.0, 0.1], [0.3, -0.1, -0.1], [0.0, -0.2, 0.1], [-0.1, -0.1, 0.1], [-0.2, 0.1, 0.1], [-0.1, 0.1, 0.0], [-0.2, -0.1, 0.2], [0.8, 0.4, -0.7], [-0.1, 0.0, 0.1], [0.2, -0.4, 0.1], [-0.1, 0.0, 0.0], [-0.3, 0.3, 0.0], [-0.1, 0.0, 0.1], [0.1, -0.1, 0.0], [0.0, -0.2, 0.1], [-0.1, -0.1, 0.1], [-0.2, 0.1, 0.1], [-0.1, 0.1, 0.0]],
  "multiplicity": 1,
  "energy_ha": -7096.2751,
  "smiles": "Br[SiH2]Br.Fc1ccccc1.Fc1ccccc1.Fc1ccccc1.Fc1ccccc1.Fc1ccccc1",
  "homo_energy_ha": -0.3344,
  "gap_ev": 9.123
}